The following is a DFT calculation (ωB97M-V/def2-TZVPD) of a single C15H17N3O4S molecule.

Structure (ORCA input):
```
! wB97M-V def2-TZVPD RIJCOSX def2/J DEFGRID3
* xyz 0 1
C 3.757 5.986 -1.879
O 2.695 5.062 -1.912
C 2.871 3.843 -1.340
C 4.041 3.414 -0.718
C 4.107 2.142 -0.167
C 3.028 1.286 -0.221
C 1.854 1.714 -0.844
C 0.719 0.825 -0.903
N 0.640 -0.381 -0.427
N -0.589 -0.850 -0.702
C -1.213 0.102 -1.333
S -2.827 0.067 -1.922
C -3.310 -1.516 -1.155
C -3.108 -1.388 0.353
O -3.580 -0.431 0.937
N -2.422 -2.352 0.995
C -1.749 -3.513 0.457
C -2.089 -4.732 1.328
O -1.755 -4.526 2.678
C -2.429 -3.400 3.194
C -2.088 -2.143 2.395
O -0.448 1.194 -1.503
C 1.776 2.984 -1.400
H 4.635 5.607 -2.412
H 4.035 6.242 -0.852
H 3.387 6.876 -2.384
H 4.904 4.058 -0.657
H 5.021 1.825 0.311
H 3.066 0.297 0.203
H -4.372 -1.624 -1.374
H -2.736 -2.299 -1.637
H -2.057 -3.722 -0.564
H -0.669 -3.330 0.473
H -1.517 -5.601 1.000
H -3.165 -4.949 1.239
H -2.105 -3.297 4.230
H -3.517 -3.570 3.167
H -2.652 -1.284 2.758
H -1.014 -1.939 2.471
H 0.873 3.323 -1.882
*
```

## Properties
energy above the lowest of the compared OMol25 structures with the same formula, charge and spin: 56.5 kcal per mole
HOMO-LUMO gap: 0.324 Eh
E: -1445.1802 a.u.
E_HOMO: -8.39 eV
SMILES string: COc1cccc(-c2nnc(SCC(=O)N3CCOCC3)o2)c1

Atomic partial charges in e from the natural (NBO) method, atoms 1 to 2: -0.254 -0.507

---

The following is a DFT calculation (ωB97M-V/def2-TZVPD) of a single C5H14N2 molecule.

Structure (ORCA input):
```
! wB97M-V def2-TZVPD RIJCOSX def2/J DEFGRID3
* xyz 0 1
C -1.362 2.356 0.409
C -0.217 1.470 -0.128
N -0.196 0.000 0.103
C -1.148 -0.428 1.128
C 1.143 -0.513 0.219
C 1.305 -1.869 -0.518
N 1.123 -1.738 -1.924
H -2.275 1.822 0.096
H -1.444 3.322 -0.122
H -1.442 2.462 1.482
H -0.204 1.656 -1.201
H 0.713 1.910 0.244
H -0.742 -0.220 2.131
H -2.105 0.114 1.113
H -1.442 -1.466 1.022
H 1.543 -0.543 1.247
H 1.828 0.208 -0.309
H 0.600 -2.568 -0.037
H 2.322 -2.146 -0.216
H 1.819 -2.183 -2.489
H 0.181 -1.647 -2.250
*
```

## Properties
energy above the lowest of the compared OMol25 structures with the same formula, charge and spin: 34.6 kcal per mole
HOMO-LUMO gap: 0.337 Eh
E: -308.3680 a.u.
E_HOMO: -8.06 eV
SMILES string: CCN(C)CCN

Atomic partial charges in e from the natural (NBO) method, atoms 1 to 2: -0.627 -0.206

---

The following is a DFT calculation (ωB97M-V/def2-TZVPD) of a molecular structure, C28H27N4O5V.

Structure (ORCA input):
```
! wB97M-V def2-TZVPD RIJCOSX def2/J DEFGRID3
* xyz -1 4
V -9.561 8.419 11.505
O -4.466 4.896 11.583
C -5.601 5.592 11.325
C -6.831 4.996 11.236
C -7.915 5.830 11.286
N -7.796 7.149 11.271
C -6.632 7.734 11.326
C -5.478 6.966 11.324
C -6.677 9.225 11.596
O -5.619 9.855 11.686
O -7.875 9.683 11.803
C -9.307 5.355 11.660
O -9.480 4.128 11.882
O -10.115 6.332 11.767
H -4.647 3.947 11.357
H -6.961 3.921 11.233
H -4.511 7.463 11.450
C -11.905 6.767 9.387
C -12.411 8.019 9.991
C -13.642 8.559 9.454
C -14.214 9.713 10.052
C -13.603 10.287 11.113
C -12.345 9.780 11.500
N -11.796 8.639 10.947
C -11.644 10.444 12.489
C -12.009 11.756 12.919
C -11.221 12.296 13.846
C -10.113 11.637 14.437
C -9.745 10.433 13.828
N -10.436 9.888 12.796
C -8.636 9.669 14.481
C -7.607 10.314 15.225
C -6.563 9.638 15.761
C -6.544 8.254 15.615
C -7.596 7.682 15.001
C -7.834 6.189 14.935
N -8.641 8.381 14.378
H -12.531 5.902 9.669
H -11.807 6.643 8.315
H -10.902 6.480 9.702
H -14.201 8.069 8.626
H -15.108 10.097 9.672
H -14.065 11.075 11.648
H -12.882 12.258 12.524
H -11.382 13.339 14.163
H -9.563 11.989 15.332
H -7.720 11.422 15.314
H -5.753 10.168 16.302
H -5.810 7.629 16.118
H -6.966 5.646 14.554
H -8.239 5.872 15.870
H -8.577 6.008 14.139
C -9.606 10.119 7.429
C -9.943 10.122 8.938
C -9.419 11.486 9.500
C -9.333 8.936 9.600
H -10.021 10.994 6.931
H -9.962 9.234 6.908
H -8.532 9.985 7.330
H -11.092 10.064 8.949
H -8.311 11.589 9.407
H -9.514 11.514 10.545
H -9.869 12.370 8.934
H -8.245 9.047 9.574
H -9.607 8.069 8.884
*
```

## Properties
energy above the lowest of the compared OMol25 structures with the same formula, charge and spin: 8.0 kcal per mole
⟨S²⟩: 3.791
HOMO-LUMO gap (spin up / spin down): 0.179 / 0.280 Eh
E: -2622.5511 a.u.
E_HOMO (spin up / spin down): -2.43 / -5.17 eV

Atomic partial charges in e from the natural (NBO) method, atoms 1 to 2: 1.603 -0.658

---

The following is a DFT calculation (ωB97M-V/def2-TZVPD) of 2 unconnected molecules or ions with the total composition C3H9NO3.

Structure (ORCA input):
```
! wB97M-V def2-TZVPD RIJCOSX def2/J DEFGRID3
* xyz 1 2
O 0.590 -0.175 0.976
C -0.090 0.263 0.047
N -1.436 0.352 0.009
C -2.212 0.327 -1.305
O -1.861 -0.719 -2.154
C 0.678 0.765 -1.122
H -1.816 -0.359 0.619
H -1.872 1.237 -1.783
H -3.251 0.210 -1.028
H -2.109 -1.535 -1.723
H 0.685 0.002 -1.916
H 1.734 0.936 -0.930
H 0.196 1.614 -1.603
H 4.174 -1.476 3.900
H 3.252 -0.384 4.329
O 3.338 -1.057 3.684
*
```

## Properties
energy above the lowest of the compared OMol25 structures with the same formula, charge and spin: 21.5 kcal per mole
⟨S²⟩: 0.755
HOMO-LUMO gap (spin up / spin down): 0.353 / 0.181 Eh
E: -399.8279 a.u.
E_HOMO (spin up / spin down): -14.02 / -14.02 eV

Atomic partial charges in e from the natural (NBO) method, atoms 1 to 2: -0.025 0.653

---

The following is a DFT calculation (ωB97M-V/def2-TZVPD) of a single C6H3N molecule.

Structure (ORCA input):
```
! wB97M-V def2-TZVPD RIJCOSX def2/J DEFGRID3
* xyz 0 1
C -0.806 0.000 0.261
C -0.003 -1.138 -0.098
C -0.115 1.145 0.134
C 3.354 -0.086 0.109
C 2.015 0.036 0.096
C 1.128 1.378 -0.138
N 1.272 -1.089 -0.003
H -1.758 -0.134 0.734
H -0.447 -2.115 -0.215
H 1.645 2.215 -0.549
*
```

## Properties
energy above the lowest of the compared OMol25 structures with the same formula, charge and spin: 73.0 kcal per mole
HOMO-LUMO gap (spin up / spin down): 0.259 / 0.266 Eh
E: -284.9014 a.u.
E_HOMO (spin up / spin down): -8.55 / -8.79 eV

Atomic partial charges in e from the natural (NBO) method, atoms 1 to 2: -0.313 0.091

---

The following is a DFT calculation (ωB97M-V/def2-TZVPD) of a molecular structure, C13H23CaClNO4P.

Structure (ORCA input):
```
! wB97M-V def2-TZVPD RIJCOSX def2/J DEFGRID3
* xyz 0 1
C 0.474 3.289 -3.517
C -0.815 2.814 -3.231
C -1.031 1.792 -2.293
C 0.072 1.254 -1.647
C 1.343 1.713 -1.928
C 1.553 2.732 -2.850
C -2.425 1.314 -1.987
C -2.687 -0.176 -1.609
N -2.220 -1.201 -2.563
Ca -0.512 -0.313 0.149
C 2.500 0.980 -1.230
P 1.993 -0.714 -0.748
H -1.722 3.233 -3.768
H 2.586 3.050 -3.057
H 0.609 4.079 -4.254
H 2.809 1.486 -0.281
H 3.389 0.895 -1.899
H -2.861 1.949 -1.191
H -3.047 1.539 -2.883
H -2.285 -0.730 -0.674
C 3.452 -1.279 0.113
C 2.099 -1.555 -2.365
H -3.784 -0.267 -1.313
C -1.458 -0.908 -3.774
C -3.059 -2.404 -2.531
H -0.134 -1.990 1.388
H -1.931 -1.583 -4.512
H -1.584 0.119 -4.141
H -0.367 -1.147 -3.708
H -3.254 -2.655 -3.597
H -2.588 -3.269 -2.024
H -4.011 -2.190 -2.055
H 3.144 -1.523 -2.682
H 1.768 -2.588 -2.226
H 1.458 -1.068 -3.104
H 4.348 -1.044 -0.468
H 3.487 -0.789 1.091
H 3.368 -2.359 0.254
H -0.205 -2.389 0.646
O 0.123 1.455 3.912
Cl 0.329 0.381 2.985
O 1.114 -0.691 3.543
O -0.998 -0.144 2.480
O 0.970 0.871 1.701
*
```

## Properties
energy above the lowest of the compared OMol25 structures with the same formula, charge and spin: 29.7 kcal per mole
HOMO-LUMO gap: 0.278 Eh
E: -2343.6848 a.u.
E_HOMO: -7.58 eV

Atomic partial charges in e from the natural (NBO) method, atoms 1 to 2: -0.231 -0.224

---

The following is a DFT calculation (ωB97M-V/def2-TZVPD) of a molecular structure, C11H20ClIN2O2PPrSe.

Structure (ORCA input):
```
! wB97M-V def2-TZVPD RIJCOSX def2/J DEFGRID3
* xyz 2 3
C 1.639 -7.539 -1.508
C 0.914 -6.261 -1.774
H 1.325 -8.315 -2.221
H 1.424 -7.868 -0.483
H 2.719 -7.366 -1.601
O 0.073 -6.046 -2.657
I 1.464 -4.669 -0.404
Pr 0.382 -0.037 -0.086
P -1.739 -0.781 1.638
C -3.371 -0.155 1.292
C -1.753 -2.579 1.617
H -0.208 -0.621 3.503
H -1.958 -0.702 3.955
H -1.235 0.838 3.348
C -1.220 -0.258 3.283
H -0.748 -2.980 1.801
H -2.448 -2.856 2.412
H -3.985 -0.585 2.084
H -3.680 -0.490 0.300
H -2.102 -2.937 0.641
H -3.354 0.936 1.327
C -1.438 1.106 -1.100
O -2.139 1.743 -1.713
Cl 1.820 -1.471 1.476
C 1.397 3.192 -4.012
N 1.325 3.514 -2.597
C 0.984 4.731 -2.046
C 1.044 4.605 -0.694
N 1.415 3.307 -0.413
C 1.586 2.768 0.937
C 1.593 2.628 -1.598
Se 2.171 0.850 -1.886
H 2.411 2.873 -4.301
H 1.137 4.074 -4.607
H 0.700 2.383 -4.280
H 0.730 5.590 -2.654
H 0.846 5.333 0.083
H 2.363 3.333 1.487
H 0.643 2.842 1.514
H 1.930 1.703 0.937
*
```

## Properties
energy above the lowest of the compared OMol25 structures with the same formula, charge and spin: 0.0 kcal per mole
⟨S²⟩: 2.005
HOMO-LUMO gap (spin up / spin down): 0.214 / 0.216 Eh
E: -4708.2996 a.u.
E_HOMO (spin up / spin down): -14.03 / -14.03 eV

Atomic partial charges in e from the natural (NBO) method, atoms 1 to 2: -0.745 0.503